Entry 1:
C4H9ClIN2O2P | wB97M-V/def2-TZVPD

Output
SMILES	CC[C@H](I)N(Cl)C(=O)O[PH2]=N
lowest unoccupied orbital energy	-0.42	eV
molecular weight	310.459	g mol⁻¹
E_HOMO	-0.346	hartree

```
20
C4H9ClIN2O2P wB97M-V/def2-TZVPD
I -2.211 0.166 -2.730
Cl 1.946 -1.590 -1.562
P 0.725 -0.963 2.013
O -1.570 -1.758 0.020
O 0.532 -2.175 0.807
N 0.362 -1.496 3.471
N 0.231 -1.335 -1.527
C -0.139 0.042 -1.964
C -0.358 -1.723 -0.246
C 0.211 1.208 -0.912
C -1.099 1.922 -0.263
H -0.082 0.197 1.696
H 0.961 0.914 -0.109
H 1.235 -1.422 4.033
H -1.573 2.651 -1.009
H 2.100 -0.562 1.971
H 0.718 2.051 -1.515
H -0.698 2.591 0.589
H 0.503 0.255 -2.895
H -1.834 1.180 0.183
```

These are the Mulliken partial charges, in e, on atoms 1 to 5: I 0.1069; Cl -0.0548; P 0.4568; O -0.4466; O -0.3261

***

Entry 2:
C4H9ClN | wB97M-V/def2-TZVPD

Output
charge	+1
lowest unoccupied orbital energy (alpha / beta)	-4.73 / -4.73	eV
molecular weight	106.576	g mol⁻¹
energy relative to the best compared isomer or geometry (same formula, charge and spin)	439.8	kJ/mol
E_HOMO (alpha / beta)	-0.472 / -0.472	hartree

```
15
C4H9ClN wB97M-V/def2-TZVPD
Cl -2.475 1.636 -1.530
N 0.293 -0.777 0.280
C -1.223 1.864 -0.469
C 1.119 -0.086 1.196
C 0.627 -0.576 -1.102
C -0.846 -1.248 0.588
H -1.712 -1.578 -0.108
H 0.466 0.394 -1.486
H -0.016 -1.258 -1.776
H -1.069 -1.294 1.602
H 1.332 0.934 1.007
H 2.085 -0.552 1.080
H -0.944 2.979 -0.229
H 1.622 -0.550 -1.184
H 0.742 0.112 2.131
```

These are the Mulliken partial charges, in e, on atoms 1 to 5: Cl 0.0329; N 0.2195; C -0.2501; C -0.9751; C -0.8695

***

Entry 3:
C4H9ClN | wB97M-V/def2-TZVPD

Output
charge	+1
lowest unoccupied orbital energy	-3.48	eV
molecular weight	106.576	g mol⁻¹
energy relative to the best compared isomer or geometry (same formula, charge and spin)	66.9	kJ/mol
E_HOMO	-0.551	hartree

```
15
C4H9ClN wB97M-V/def2-TZVPD
Cl -2.659 -0.383 -0.049
N 0.610 0.002 0.045
C -0.229 0.552 -1.030
C -1.406 0.805 -0.067
C -0.300 0.570 1.009
C 1.048 -1.486 -0.020
H 0.246 -2.228 -0.041
H 1.775 -1.609 0.853
H 1.481 0.420 0.136
H 1.716 -1.560 -0.868
H -0.138 0.105 -1.947
H -1.885 1.798 -0.068
H 0.154 1.525 -1.085
H 0.084 1.542 1.352
H -0.498 -0.051 1.781
```

These are the Mulliken partial charges, in e, on atoms 1 to 5: Cl -0.1501; N 0.0075; C -0.7419; C 0.2311; C -0.7818